Molecular formula: C7H14AlF3HgNO2
Method: DFT, ωB97M-V/def2-TZVPD

Output
* HOMO: -12.19 eV
* LUMO energy: -8.704 eV
* total charge: +1

```
29
Properties=species:S:1:pos:R:3:forces:R:3:lowdin_charge:R:1
Hg -0.3897 0.5665 -3.0394 1.139 -0.135 -0.340 1.40
Al -0.2473 -0.3078 0.2046 0.942 -1.077 0.689 0.35
F 2.4677 0.7389 1.6104 0.079 0.402 -0.359 0.13
F 4.1504 1.5492 0.5086 -0.674 0.082 0.108 0.15
F 2.3060 2.7166 0.6828 0.085 -0.526 0.096 0.14
O 1.5320 1.7224 -1.5691 -0.061 0.119 -0.746 -0.07
O -1.0188 0.7956 -1.1295 -1.477 0.385 1.190 -0.46
N 0.0322 -4.1405 1.1521 0.261 -0.306 -0.341 0.10
C -0.3037 -2.9414 1.3442 -0.067 -0.043 0.267 -0.35
C -2.3918 1.3181 -0.9408 -0.148 0.493 -0.071 -0.27
C -0.9913 -2.1725 0.2774 0.270 0.525 -0.328 -0.20
C 2.8019 1.4650 0.5324 0.557 0.205 0.204 -0.55
C 1.6346 -0.5134 -0.6217 -1.393 0.945 -0.105 -0.13
C -2.8017 1.4641 0.5021 0.258 -0.075 -0.252 -0.08
C 2.3178 0.8351 -0.7874 0.370 -0.990 -0.114 -0.33
H 2.1972 -1.2351 -0.0479 0.073 -0.261 0.166 0.09
H -3.1076 0.7036 -1.4693 0.013 -0.422 -0.149 0.12
H -0.1876 0.4141 1.6095 -0.350 0.313 -0.151 0.01
H 0.4847 -4.5351 1.9702 0.053 -0.090 0.150 0.05
H -2.4145 2.2981 -1.4008 0.187 0.250 -0.213 0.11
H -0.7755 -2.6732 -0.6610 -0.196 -0.209 -0.301 0.06
H 1.5146 -0.8810 -1.6356 0.434 -0.518 -0.392 0.04
H 3.2073 0.6539 -1.3781 0.342 0.347 -0.176 0.16
H -2.0397 1.9528 1.0862 0.278 0.113 0.240 0.07
H -0.1038 -2.4468 2.2926 -0.104 0.192 0.257 0.10
H -2.0643 -2.1717 0.4489 -0.296 0.143 0.075 0.07
H 0.9246 2.1886 -0.9891 -0.149 0.351 0.299 0.09
H -3.6636 2.1177 0.5003 -0.378 0.043 0.044 0.10
H -3.0699 0.5184 0.9475 -0.046 -0.257 0.256 0.08
```
Positions in Å, forces in eV/Å.

---

Molecular formula: C7H14AlN2OP
Method: DFT, ωB97M-V/def2-TZVPD

Output
* HOMO (alpha / beta): -3.35 / -3.35 eV
* ΔE to the lowest compared entry with this formula, charge and spin: 1.260 eV
* LUMO energy (alpha / beta): 0.365 / 0.368 eV
* total charge: 0

```
26
Properties=species:S:1:pos:R:3:forces:R:3:lowdin_charge:R:1
P -1.3326 1.6568 1.9685 0.550 -0.698 -0.895 0.60
Al -0.9490 0.3467 0.2170 0.345 -2.184 0.174 0.07
O 0.9235 0.0292 -0.1661 0.547 -0.859 1.216 -0.07
N 0.9118 -2.1823 0.5203 1.211 0.956 -0.228 0.18
N 2.6701 -0.7693 1.0783 0.487 -0.860 0.497 0.03
C -0.8556 -0.1648 -2.5618 0.004 -1.008 -0.052 -0.17
C 3.3263 0.5193 1.2700 -0.214 0.260 0.112 -0.06
C 1.5033 -0.9518 0.4734 -1.937 0.304 -1.501 -0.56
C -1.4556 -1.1655 -1.7539 -1.304 1.901 0.062 -0.19
C -1.4975 1.0761 -2.4005 -0.111 -0.402 1.175 -0.15
C -2.5027 0.9355 -1.3734 0.264 -1.519 -0.049 -0.19
C -2.4761 -0.4926 -0.9010 0.764 0.343 -2.553 -0.26
H 4.2558 0.5413 0.7049 0.010 0.138 -0.098 0.08
H 1.4601 -2.9466 0.8844 -0.316 -0.066 0.018 0.11
H 0.0335 -0.3524 -3.1740 -0.482 0.186 0.120 0.10
H -1.2587 2.0113 -2.8907 0.104 -0.153 0.052 0.09
H -2.2866 0.8840 2.7044 0.511 1.079 -0.157 -0.08
H -3.3836 1.5776 -1.2803 0.570 -0.076 0.442 0.10
H 2.6727 1.3559 0.9525 0.338 -0.753 0.107 0.10
H -1.8434 2.9510 1.6228 -0.430 1.299 1.387 -0.16
H 3.1250 -1.6153 1.4675 -0.497 1.104 -0.328 0.16
H -0.0662 1.7652 2.6360 -1.114 0.257 -0.011 -0.09
H -3.3245 -1.0315 -0.4969 0.249 0.307 0.349 0.09
H 0.1027 -2.3810 -0.0574 0.208 0.309 0.233 0.08
H -1.3150 -2.2382 -1.7762 0.326 0.116 0.117 0.09
H 3.5624 0.6411 2.3325 -0.083 0.020 -0.188 0.08
```
Positions in Å, forces in eV/Å.

---

Molecular formula: C7H14Cl9NO
Method: DFT, ωB97M-V/def2-TZVPD

Output
* HOMO: -9.56 eV
* LUMO energy: 0.209 eV
* total charge: 0

```
32
Properties=species:S:1:pos:R:3:forces:R:3:lowdin_charge:R:1
Cl -1.0048 -7.0892 -2.2617 0.584 -0.062 0.034 0.51
Cl -0.0471 -0.5625 -2.7315 0.384 -0.698 0.109 0.52
Cl -4.7982 -2.2340 -5.2299 0.118 -0.355 0.489 0.53
Cl -0.0310 -5.4448 -0.1198 0.734 -0.550 -0.578 0.50
Cl 1.2036 -5.2325 -2.8234 -0.302 -0.537 0.553 0.51
Cl -4.8722 -2.6135 -2.2916 -0.268 0.085 -0.207 0.51
Cl -1.5624 -2.6021 -1.3900 0.649 -0.273 -0.511 0.50
Cl 0.9354 -1.7668 -0.1963 -0.280 -0.081 -0.949 0.47
Cl -3.6466 -4.6500 -3.9308 -0.167 0.247 -0.252 0.50
O 0.1623 2.0762 2.3823 -0.029 1.347 1.521 -0.22
N 2.6517 3.3033 3.0550 1.262 -2.857 -0.146 0.04
C -3.9974 -2.9157 -3.7959 0.520 0.094 0.161 -1.57
C 0.4630 -6.3488 -1.5906 -0.497 0.839 -0.316 -1.43
C 1.9905 5.3208 2.0297 -0.122 1.244 -0.048 -0.07
C 1.5253 4.0685 2.7268 -2.023 1.626 0.180 -0.50
C 0.0889 -2.0824 -1.8078 0.050 1.089 1.774 -1.43
C 0.6023 3.3086 1.7801 0.271 -1.019 0.618 -0.19
C -0.4257 1.1969 1.4663 1.384 0.565 -0.695 -0.12
H -0.2084 3.9922 1.5280 -0.296 -0.361 -0.417 0.13
H -0.9120 0.3901 2.0146 -0.489 0.369 -0.339 0.10
H 2.6740 3.0374 4.0291 0.229 0.728 0.505 0.08
H 2.5269 5.0218 1.1292 0.347 0.012 0.160 0.08
H 1.2627 6.0591 1.6928 -0.671 -0.348 0.057 0.07
H 2.1958 2.4579 2.7425 1.416 -1.575 -0.262 0.06
H 1.1912 2.9269 0.9460 0.082 0.813 -0.753 0.13
H -0.9385 1.8318 0.7438 -1.191 -0.649 0.041 0.09
H -3.0357 -2.4174 -3.6744 -0.249 -0.068 -0.226 -0.04
H 1.2422 -7.0881 -1.4052 -0.434 0.102 0.293 0.02
H 2.6199 5.9236 2.6843 0.424 -0.345 -0.043 0.08
H 0.3878 0.7777 0.8740 0.072 -0.501 -0.170 0.04
H 0.7638 -2.8165 -2.2479 -0.818 0.094 -0.396 -0.06
H 0.9925 4.1718 3.6721 -0.691 1.025 -0.186 0.15
```
Positions in Å, forces in eV/Å.

---

Molecular formula: C7H14ClNO3Si
Method: DFT, ωB97M-V/def2-TZVPD

Output
* HOMO: -8.02 eV
* ΔE to the lowest compared entry with this formula, charge and spin: 6.486 eV
* LUMO energy: 0.055 eV
* total charge: 0

```
27
Properties=species:S:1:pos:R:3:forces:R:3:lowdin_charge:R:1
Cl 4.3324 1.2629 -0.5799 -0.712 -0.112 -0.647 0.47
Si 1.2886 0.2360 0.0798 -2.665 -1.237 -3.308 0.78
O 1.4052 0.6563 1.5590 1.916 0.337 1.328 -0.22
O -1.0041 0.5507 0.3020 -0.075 0.258 -0.280 -0.33
O 2.4598 -2.0491 -1.0594 0.861 0.713 -0.728 0.04
N -2.1959 -0.0937 -0.0823 1.999 -1.956 -0.785 -0.08
C -4.5200 -0.5319 -0.1099 -1.940 -0.281 -0.581 -0.12
C -3.3687 0.2184 0.2722 2.364 3.818 0.750 -0.31
C 0.7097 -2.6725 0.2955 0.853 -2.497 2.631 -0.07
C 0.5980 1.3776 2.4445 -1.490 0.331 2.194 -0.12
C 1.5995 -1.6808 -0.3063 -0.322 0.308 0.480 -0.47
C 3.1712 1.1912 -2.0432 1.465 1.613 -0.414 -0.57
C 1.7174 1.1871 -1.5448 -1.359 0.396 -0.957 -0.32
H -4.2478 -1.1015 -0.9850 -0.384 -0.643 -0.130 0.07
H -0.3049 -2.3953 0.2661 -1.576 0.220 -0.848 0.05
H -5.3919 0.1548 -0.3255 0.908 -0.817 0.145 0.09
H -4.7715 -1.1315 0.7639 -0.446 -0.479 -0.265 0.08
H 1.0779 0.7341 -2.4028 0.835 0.394 1.567 0.12
H 1.2803 2.2224 -1.4555 0.683 -0.838 0.062 0.09
H 3.4955 2.1734 -2.6703 -1.084 -2.500 1.404 0.12
H -3.6238 1.1884 0.7363 0.617 -0.205 0.510 0.12
H 3.4775 0.2632 -2.5832 -0.457 0.865 0.494 0.07
H 0.7098 1.0518 3.5675 0.141 0.350 -2.347 0.13
H -0.3896 1.1356 2.0491 -0.322 0.425 0.918 0.05
H 0.9665 -3.7573 -0.0196 -0.642 1.954 0.216 0.12
H 0.7343 2.4723 2.3901 0.365 -0.530 -0.107 0.09
H 0.7948 -2.6626 1.4415 0.471 0.114 -1.301 0.12
```
Positions in Å, forces in eV/Å.

---

Molecular formula: C7H14EuOP
Method: DFT, ωB97M-V/def2-TZVPD

Output
* HOMO (alpha / beta): -3.42 / -5.77 eV
* ΔE to the lowest compared entry with this formula, charge and spin: 0.462 eV
* 2S+1: 7
* LUMO energy (alpha / beta): 0.507 / -2.149 eV
* total charge: 0

```
24
Properties=species:S:1:pos:R:3:forces:R:3:lowdin_spin:R:1
Eu -0.0503 -0.6571 1.2607 0.881 0.116 0.108 4.15
P -0.2681 1.4128 3.2910 0.167 0.098 0.172 0.37
O -2.1672 -1.6234 1.0100 -0.847 -0.483 -0.460 0.09
C -3.1932 -1.9906 1.9843 0.409 0.125 -0.231 0.03
C 1.9239 0.0600 -1.6451 -4.319 1.237 0.187 0.21
C 2.0251 0.7069 -3.8676 0.102 -0.221 0.602 0.01
C 0.6021 0.5709 -2.0447 3.173 -1.682 2.328 0.17
C 2.7739 0.1525 -2.7879 -0.509 0.729 -1.858 0.32
C -4.3328 -2.7252 1.3054 -0.136 -0.022 0.253 0.01
C 0.6968 0.9618 -3.4142 1.380 -0.183 -0.778 0.34
H 3.8175 -0.1539 -2.8248 -0.300 0.111 -0.020 0.02
H -5.0871 -3.0002 2.0474 0.069 0.031 -0.042 0.00
H -3.4848 -1.0542 2.4623 -0.302 -0.101 -0.084 0.01
H 2.4042 0.9023 -4.8684 -0.130 -0.076 0.336 -0.01
H -2.4601 -1.8688 0.1158 0.024 0.066 0.294 0.02
H 2.1929 -0.3039 -0.6432 -0.014 0.171 -0.656 0.05
H -0.2785 0.6447 -1.3903 0.443 0.082 -0.421 0.05
H 0.9178 1.9212 3.9267 -0.400 -0.124 -0.307 0.02
H -0.1107 1.3836 -4.0100 0.254 -0.120 0.164 0.02
H -4.8334 -2.1012 0.5567 0.158 -0.017 0.102 0.00
H -3.9968 -3.6529 0.8286 0.064 0.188 0.090 0.00
H -2.6673 -2.5819 2.7346 -0.239 -0.188 -0.052 0.02
H -1.0173 1.2215 4.5038 0.012 0.301 -0.251 0.04
H -0.8250 2.6970 2.9581 0.058 -0.038 0.523 0.06
```
Positions in Å, forces in eV/Å.

---

Number 1: energy -1175.42084 Eh, M 428.8 g mol⁻¹. Number 2: energy -1043.50191 Eh, M 200.2 g mol⁻¹. Number 3: energy -4546.74881 Eh, M 447.3 g mol⁻¹. Number 4: energy -1305.15186 Eh, M 223.7 g mol⁻¹. Number 5: energy -1401.59071 Eh, M 297.1 g mol⁻¹.